# C3H4OSi

A 2-piece molecular cluster, C3H4OSi overall in a non-equilibrium geometry (ωB97M-V/def2-TZVPD, the OMol25 dataset).

CARTESIAN COORDINATES (ANGSTROEM)
H (2.277802, 0.045008, -0.602452)
C (0.472147, -0.550914, 1.976412)
C (-2.042783, -1.038752, 1.917520)
H (0.924253, 2.006276, -0.104016)
H (-3.117751, -1.188346, 1.924949)
O (1.366276, -0.503960, 2.735327)
Si (0.972260, 0.611358, -0.357646)
C (-0.914035, -0.750413, 2.147725)
H (0.320278, 0.380156, -1.572313)

Forces on the atoms, in the same order (eV/Å):
H 0.791 0.037 0.145
C 0.305 2.331 -2.765
C -2.874 -0.158 0.298
H 0.112 1.151 0.404
H 0.800 -0.061 -0.195
O 0.648 -0.463 0.639
Si 0.246 -1.965 2.878
C 1.323 -0.411 -0.141
H -1.350 -0.461 -1.263

Values from the calculation:
LUMO (alpha / beta) = -0.012 / -0.012 hartree
total energy = -13095.66596 eV
E_HOMO (alpha / beta) = -8.349 / -8.349 eV

---

# C19H32N2O3

C19H32N2O3 as an isolated structure in a non-equilibrium geometry (ωB97M-V/def2-TZVPD, the OMol25 dataset).

CARTESIAN COORDINATES (ANGSTROEM)
C (-0.486498, 1.545487, 0.371457)
H (1.832610, -3.211300, -0.965297)
H (4.050251, -2.151793, -1.292782)
H (-1.271406, 3.226892, 2.221551)
H (-2.375034, -0.343895, -3.066676)
C (2.166447, -2.566123, 1.128864)
C (1.562885, -2.367024, -0.260196)
H (-1.769187, 0.185521, 1.648572)
H (-0.854112, -0.156312, -3.513921)
C (-1.833309, 0.322785, -2.869228)
O (-3.616554, -1.357822, 0.700410)
C (-0.408655, 2.610833, 2.341204)
C (1.622364, 1.249014, 1.804064)
H (5.111468, -1.982232, 0.891815)
C (-2.108971, 0.025549, -0.510142)
H (2.529976, 1.325217, -2.846074)
C (-1.572396, 0.652155, 0.657632)
C (0.633049, 1.609633, -1.935464)
C (3.696928, -1.272654, -0.673468)
H (-6.868673, -1.865545, 1.200392)
H (1.678662, 3.950590, 1.503310)
H (0.841874, 3.014174, -1.774672)
H (1.934313, 0.734554, 1.221832)
H (3.913429, -1.063923, 1.456615)
H (-4.642220, -2.858398, 0.181274)
H (2.181971, 1.671652, 2.405124)
H (0.175897, 3.157414, 3.234803)
C (-3.284849, -0.980290, -0.348046)
C (0.487802, 2.199165, 1.342722)
H (-4.516643, -2.401092, 1.940593)
H (0.851067, -0.898502, -1.903295)
H (0.443916, 4.142616, -0.056975)
C (1.809121, -0.462559, -1.861698)
O (-3.848699, -1.487578, -1.220040)
H (0.136920, 1.674730, -2.830912)
O (3.543593, -2.979111, 0.886431)
C (-1.439233, 0.507532, -1.576712)
H (0.999642, 0.426552, 2.587377)
C (-6.025239, -1.285328, 0.914998)
H (2.301884, -0.853649, -2.864380)
H (-6.082038, -0.948055, -0.070844)
C (-4.610753, -2.055064, 0.970675)
H (1.779903, -1.948941, 1.778695)
C (4.185957, -1.788874, 0.944368)
N (-0.338696, 1.236306, -1.038067)
H (2.497094, 1.398188, -1.011781)
H (1.623299, -3.862140, 1.398851)
H (-0.801997, 1.647622, 3.083669)
H (4.111179, -0.257132, -0.846138)
H (0.683374, -2.156377, -0.193164)
H (1.908247, 3.122055, 0.210055)
H (-1.936583, 1.238503, -3.463239)
C (1.155349, 3.453632, 0.762675)
N (2.260424, -1.205400, -0.667867)
C (1.987915, 0.985325, -1.802958)
H (-6.007053, -0.546599, 1.674030)

Forces on the atoms, in the same order (eV/Å):
C -1.704 -4.698 -2.612
H -0.672 0.261 0.897
H 0.108 1.222 0.114
H -0.388 0.289 -1.044
H -9.056 -9.213 -2.173
C -1.082 -11.926 -5.222
C 11.122 -2.334 -0.590
H -0.181 1.152 -0.656
H -1.917 1.174 1.418
C 11.576 7.777 -4.520
O 5.366 4.049 12.878
C -1.004 -0.855 9.790
C -15.573 4.524 10.173
H 7.255 -0.869 -0.019
C -1.487 -0.464 3.389
H -0.906 -0.571 2.758
C 1.541 0.098 1.511
C 1.992 7.095 1.777
C 1.450 -0.672 2.917
H -0.480 -1.130 -0.171
H 0.254 1.738 1.796
H -0.513 -3.964 -0.577
H 7.203 -10.711 -13.146
H -2.777 6.025 5.721
H -0.453 0.034 1.173
H 5.918 4.281 5.443
H -0.884 -0.793 -1.873
C 5.857 5.268 -7.761
C 0.808 -0.562 -3.805
H 0.264 -1.204 1.871
H -1.952 0.705 -0.644
H 1.942 -1.773 3.004
C 2.060 -4.181 -0.732
O -2.570 -1.653 -8.400
H -0.122 -0.458 -2.671
O -3.069 0.060 3.729
C 1.662 0.450 5.417
H 1.702 2.086 -2.103
C 2.536 -1.247 0.735
H -0.533 0.302 1.805
H -0.622 1.003 -1.374
C -8.648 -5.113 -0.735
H -0.625 3.617 3.953
C -2.687 -2.814 -10.152
N -2.456 0.327 0.872
H 1.296 0.488 1.917
H 1.290 3.931 -0.157
H 0.809 2.408 -2.382
H -0.070 -0.826 -0.555
H -10.505 1.978 0.482
H 3.226 -1.324 -3.070
H -0.649 -0.082 0.185
C -4.701 1.271 -2.145
N 1.528 3.165 -1.307
C -0.712 1.308 -5.480
H 0.231 1.353 0.352

Values from the calculation:
LUMO = 0.020 hartree
total energy = -29326.87614 eV
E_HOMO = -7.962 eV

---

# C3H14O3S

A 4-piece molecular cluster, C3H14O3S overall in a non-equilibrium geometry (ωB97M-V/def2-TZVPD, the OMol25 dataset).

CARTESIAN COORDINATES (ANGSTROEM)
H (2.730517, -1.863180, -3.767713)
H (0.874237, -0.297254, -1.056653)
H (2.725346, 2.006683, 2.553029)
O (0.133693, -1.260724, 4.165227)
H (-0.631566, -1.554870, 3.511481)
H (0.632469, -2.165896, 4.095802)
H (-1.696065, 1.592436, -1.409045)
H (-2.054033, 0.662868, 0.970372)
H (2.387496, 3.194589, 1.958040)
O (2.063727, -1.988243, -4.481746)
S (-0.859633, -1.223995, 0.133322)
H (1.574608, -1.163148, -4.552116)
C (-2.214839, 0.050283, 0.019549)
C (0.576021, 0.030855, -0.087471)
C (-2.183046, 0.608339, -1.249803)
H (-3.051139, -0.545974, 0.169513)
H (-3.247113, 0.647153, -1.497918)
O (2.260491, 2.284145, 1.725479)
H (0.192739, 1.038998, -0.006599)
H (1.373034, 0.038800, 0.732108)
H (-1.586944, -0.091865, -1.924857)

Forces on the atoms, in the same order (eV/Å):
H -0.850 0.006 -0.822
H 0.970 0.593 -0.560
H -0.582 -0.971 -0.957
O -1.074 -3.968 -2.446
H 2.026 1.418 1.827
H -0.919 2.588 0.524
H -0.476 -0.419 0.448
H -0.454 -0.330 -1.518
H -0.439 1.511 -0.772
O 0.737 -0.034 0.695
S 0.950 1.215 1.067
H 0.113 0.031 0.131
C 3.140 -1.667 5.831
C -0.312 -1.098 1.975
C 0.330 1.845 -4.984
H -1.737 -0.947 0.439
H 0.270 0.518 -1.150
O 1.010 -0.535 1.732
H -0.306 0.094 -0.523
H -1.075 -0.745 -1.294
H -1.320 0.893 0.356

Values from the calculation:
LUMO = 0.021 hartree
total energy = -20313.84071 eV
E_HOMO = -8.427 eV
structure (SMILES) = CCSC.O.O.O

---

# C6H24O6

A 7-piece molecular cluster, C6H24O6 overall in a non-equilibrium geometry (ωB97M-V/def2-TZVPD, the OMol25 dataset).

CARTESIAN COORDINATES (ANGSTROEM)
H (-2.670310, -0.026978, 1.663340)
H (2.142819, 0.959420, 3.246817)
O (-0.371954, 2.165976, -1.769887)
O (-2.471489, 1.583770, 0.919391)
H (-1.609799, -0.294881, 3.264694)
H (-0.760061, 1.308434, -1.563635)
H (0.576368, 0.930336, 3.472142)
O (-1.176564, 0.442887, 3.750088)
H (-3.179633, 2.209319, 0.918209)
H (3.939323, -1.553816, -2.005867)
H (-1.365309, -0.493086, -2.439909)
C (0.068770, -1.794267, 0.307211)
H (2.120453, -2.533658, -3.255721)
C (1.925427, -1.627231, -2.688182)
H (1.876759, 2.324827, 0.525102)
O (1.325596, 1.477792, 3.193038)
H (-0.050376, 2.455167, -0.883706)
H (0.298275, -1.208891, -4.026174)
H (0.966991, 0.158500, -3.088042)
H (0.993537, -2.342499, 0.071273)
C (0.669712, -0.907621, -3.047895)
C (-0.471980, -0.959511, -2.013296)
C (-0.070416, -0.531966, -0.582710)
O (-2.781464, -0.955723, 1.974227)
H (0.835177, 0.043381, -0.665091)
H (0.067718, -1.614738, 1.384098)
H (-0.823689, -2.379012, 0.129252)
O (0.945265, 2.384690, 0.726178)
H (-1.829706, 1.141663, 3.767932)
H (-1.647120, 2.074899, 1.094227)
H (-0.845151, -1.988029, -1.946418)
H (-2.685573, -1.450284, 1.179323)
C (2.960905, -1.065030, -1.963474)
H (-0.853287, 0.076888, -0.130933)
H (3.051871, -0.293086, -1.208063)
H (0.898913, 2.282357, 1.692459)

Forces on the atoms, in the same order (eV/Å):
H -0.330 -0.381 0.087
H -0.508 0.156 0.159
O 0.258 -0.004 0.561
O 1.310 -0.450 0.121
H 0.190 0.344 0.359
H -0.183 0.449 -0.153
H -0.262 -0.224 0.205
O 0.153 -0.621 -0.331
H -0.691 0.742 -0.047
H -0.211 -0.046 -0.475
H 0.477 0.680 -0.038
C 0.326 0.693 -0.210
H 0.157 -0.226 0.434
C -1.841 0.883 -1.484
H 0.302 0.159 -0.029
O 0.639 0.079 -0.028
H -0.068 -0.078 -0.669
H 0.102 -0.283 0.090
H -0.276 -0.009 0.012
H -0.368 -0.225 -0.034
C 1.398 0.507 0.013
C -1.066 -1.069 0.921
C -0.521 -1.122 0.050
O 0.148 1.172 0.620
H 0.200 0.437 0.467
H 0.212 0.389 -0.133
H 0.076 -0.611 -0.090
O -0.572 0.189 -0.417
H -0.200 0.201 0.147
H -0.525 -0.135 -0.128
H 0.407 -0.149 -0.162
H -0.005 -0.870 -0.824
C 1.969 -0.938 1.165
H 0.133 0.183 -0.121
H -1.138 0.438 -0.286
H 0.308 -0.261 0.251

Values from the calculation:
LUMO (alpha / beta) = -0.191 / -0.327 hartree
total energy = -18886.60010 eV
E_HOMO (alpha / beta) = -13.903 / -13.896 eV
spin multiplicity = 2
charge = +1
expectation value of S² = 0.754

---

# C5H15N3

A 2-piece molecular cluster, C5H15N3 overall (ωB97M-V/def2-TZVPD, the OMol25 dataset).

CARTESIAN COORDINATES (ANGSTROEM)
C (-1.970682, -2.375178, 1.493120)
C (-1.860106, -0.524077, -0.194683)
H (-2.895760, -0.292502, 0.105516)
H (-1.302867, -1.892769, 2.213342)
H (3.267606, 1.551204, 0.584020)
N (-1.588299, -0.178048, -1.591853)
H (-0.559383, -2.237062, -0.112793)
H (-2.198551, -2.599411, -0.633322)
H (2.754800, 3.696162, 0.756105)
H (-2.993390, -2.084697, 1.738491)
C (-1.607329, -1.993511, 0.063586)
H (-2.028928, -0.851397, -2.206420)
H (-1.217211, 0.096863, 0.440626)
N (1.458097, 0.999729, -0.224339)
H (0.577343, 1.316841, -0.596272)
H (1.495324, -0.835601, -1.217417)
H (-1.967622, 0.730983, -1.824716)
N (1.968880, 3.170198, 0.385243)
H (1.199302, -0.965542, 0.530732)
H (2.804541, -0.588813, -0.115608)
H (-1.901915, -3.450184, 1.660531)
C (2.292741, 1.942771, 0.283768)
C (1.736255, -0.417653, -0.244039)

Forces on the atoms, in the same order (eV/Å):
C 0.033 -0.084 0.186
C -0.247 0.292 -0.096
H 0.106 -0.059 -0.048
H -0.077 0.020 -0.058
H 0.006 -0.138 0.022
N 0.162 -0.012 0.063
H 0.022 0.022 -0.163
H 0.020 0.100 -0.015
H -0.113 0.017 -0.022
H -0.012 0.067 -0.021
C -0.049 -0.200 0.274
H -0.022 0.027 -0.037
H -0.008 -0.140 0.024
N 0.102 -0.071 -0.007
H -0.011 0.003 0.017
H -0.252 -0.060 -0.057
H -0.002 0.003 0.001
N 0.074 0.087 -0.014
H -0.027 -0.033 0.051
H 0.044 0.097 0.195
H 0.071 -0.019 -0.063
C -0.104 -0.072 -0.024
C 0.283 0.153 -0.206

Values from the calculation:
LUMO = 0.039 hartree
total energy = -9898.29699 eV
E_HOMO = -8.546 eV
structure (SMILES) = [H]/N=C/NC.CCCN

---

# C3H5O3

An isolated ion of composition C3H5O3 and charge -1 in a non-equilibrium geometry (ωB97M-V/def2-TZVPD, the OMol25 dataset).

CARTESIAN COORDINATES (ANGSTROEM)
H (-0.947921, -0.272424, 1.263677)
O (2.118100, 0.347950, 0.864090)
O (0.550035, 1.755576, 1.758050)
H (-1.360408, 0.828218, -0.729467)
H (0.220466, 0.680344, -1.346381)
C (-0.083103, -0.259573, 0.583930)
O (-1.030337, -1.081101, -1.545148)
C (-0.521265, 0.079589, -0.839128)
H (0.322866, -1.281670, 0.489455)
H (-0.207032, -1.566851, -1.635901)
C (0.938600, 0.769941, 1.136823)

Forces on the atoms, in the same order (eV/Å):
H -0.024 -0.201 -0.324
O -0.613 1.273 0.420
O -0.305 0.700 0.187
H 0.427 -0.948 -0.392
H 0.675 -0.563 -0.622
C -0.742 -0.134 -0.157
O 0.868 1.027 0.094
C -2.321 1.572 1.347
H 0.267 0.451 0.570
H -0.120 -0.616 -0.254
C 1.887 -2.562 -0.869

Values from the calculation:
LUMO = 0.142 hartree
total energy = -9335.55307 eV
E_HOMO = -3.794 eV
structure (SMILES) = O=C([O-])CCO
charge = -1